# 1
C35H79N4O | ωB97M-V/def2-TZVPD

CARTESIAN COORDINATES (ANGSTROEM)
C (-24.35348, -25.50802, 25.72898)
C (-23.72024, -24.74419, 24.56727)
C (-23.79846, -23.23919, 24.83286)
O (-22.40969, -25.21333, 24.40509)
H (-23.73108, -25.51747, 26.62721)
H (-24.27402, -26.55231, 25.39821)
H (-25.38593, -25.22930, 25.94544)
H (-24.27338, -24.97982, 23.64043)
H (-23.52180, -22.55313, 24.02974)
H (-23.35437, -22.89518, 25.77571)
H (-24.84245, -22.98486, 25.07345)
C (-22.11992, -25.80146, 29.34472)
C (-21.89859, -27.16541, 28.63706)
C (-21.02812, -26.96012, 27.42393)
N (-20.87241, -28.22319, 26.57981)
C (-22.16082, -28.79759, 26.13164)
C (-19.93270, -29.23559, 27.32216)
C (-18.66027, -29.28628, 26.49873)
C (-19.12336, -28.98972, 25.09958)
C (-20.06440, -27.80174, 25.34764)
H (-22.86135, -25.29386, 28.72383)
H (-21.20797, -25.20758, 29.37562)
H (-22.53292, -25.90164, 30.34344)
H (-22.85485, -27.65201, 28.45868)
H (-21.41538, -27.83569, 29.35620)
H (-20.02168, -26.60106, 27.63001)
H (-21.49248, -26.26525, 26.71145)
H (-22.68356, -27.97527, 25.63891)
H (-22.71321, -29.11050, 27.01400)
H (-22.05322, -29.65030, 25.46664)
H (-20.52232, -30.14920, 27.29023)
H (-19.79808, -28.87756, 28.33642)
H (-18.29250, -30.29852, 26.68409)
H (-17.92874, -28.57257, 26.87525)
H (-19.58463, -29.83730, 24.59702)
H (-18.30996, -28.57437, 24.50052)
H (-20.67777, -27.61278, 24.47148)
H (-19.44154, -26.96286, 25.64289)
C (-21.25108, -19.37869, 27.19535)
C (-21.08385, -20.69524, 26.44865)
C (-19.78717, -21.40546, 26.81018)
N (-19.52236, -22.66058, 26.01306)
C (-20.38403, -23.76832, 26.50614)
C (-18.06845, -23.05875, 26.13729)
C (-17.73823, -23.81293, 24.84445)
C (-18.87847, -23.55728, 23.86563)
C (-19.73388, -22.48187, 24.53370)
H (-22.26031, -19.01275, 27.01330)
H (-20.48584, -18.67466, 26.87915)
H (-21.24485, -19.55936, 28.27302)
H (-21.19887, -20.46455, 25.38475)
H (-21.94003, -21.35393, 26.62728)
H (-19.80953, -21.71979, 27.85268)
H (-18.96284, -20.70525, 26.67374)
H (-20.16922, -23.97328, 27.55530)
H (-20.19996, -24.70096, 25.97824)
H (-21.43254, -23.52118, 26.37140)
H (-17.91652, -23.66464, 27.02466)
H (-17.47383, -22.14938, 26.17052)
H (-17.56784, -24.87504, 25.02667)
H (-16.81090, -23.48038, 24.37794)
H (-19.44487, -24.47269, 23.69465)
H (-18.51710, -23.10888, 22.94240)
H (-20.78782, -22.48641, 24.27124)
H (-19.27157, -21.51482, 24.32652)
C (-22.54284, -21.99194, 20.63163)
C (-22.21582, -23.42358, 21.04538)
C (-21.88110, -24.30066, 19.85435)
N (-21.61496, -25.75724, 20.24038)
C (-22.73265, -26.26581, 21.09383)
C (-21.54054, -26.54877, 18.95693)
C (-20.79574, -27.85388, 19.30918)
C (-20.00177, -27.49603, 20.56520)
C (-20.25325, -26.00491, 20.85254)
H (-22.53441, -21.29224, 21.46740)
H (-23.47283, -21.90659, 20.07339)
H (-21.74295, -21.56733, 20.01503)
H (-23.01679, -23.84273, 21.65596)
H (-21.38276, -23.37667, 21.75458)
H (-20.98587, -24.00045, 19.31177)
H (-22.70725, -24.35890, 19.14496)
H (-22.63967, -26.02706, 22.15836)
H (-22.73577, -27.34321, 20.94046)
H (-23.66161, -25.82481, 20.74063)
H (-22.57999, -26.65108, 18.64380)
H (-21.00108, -26.04354, 18.15906)
H (-21.47310, -28.66847, 19.55517)
H (-20.12730, -28.09035, 18.48800)
H (-20.27367, -28.06206, 21.45399)
H (-18.92452, -27.55201, 20.40835)
H (-20.46076, -25.74442, 21.89531)
H (-19.49134, -25.31834, 20.49228)
C (-25.01615, -28.58216, 22.93896)
C (-24.60616, -29.44354, 21.75185)
C (-25.10594, -30.87847, 21.99328)
N (-24.67248, -31.87889, 20.94802)
C (-23.15221, -31.95293, 20.88686)
C (-25.25409, -31.62222, 19.58583)
C (-25.21298, -32.97849, 18.85190)
C (-25.38212, -34.01314, 19.97255)
C (-25.26540, -33.22945, 21.27050)
H (-26.08830, -28.51343, 23.13235)
H (-24.54157, -27.60439, 23.03377)
H (-24.70444, -29.03017, 23.89518)
H (-23.52075, -29.36119, 21.73066)
H (-25.11979, -29.10798, 20.85122)
H (-26.19662, -30.88966, 22.01058)
H (-24.80878, -31.32539, 22.94343)
H (-22.78468, -32.20045, 21.87750)
H (-22.74433, -31.02661, 20.50764)
H (-23.02829, -32.79193, 20.20610)
H (-24.80300, -30.82490, 19.00070)
H (-26.30080, -31.36802, 19.76303)
H (-24.22932, -33.07811, 18.39384)
H (-25.99115, -33.01535, 18.09663)
H (-24.61888, -34.78156, 19.86444)
H (-26.35336, -34.49009, 19.86694)
H (-24.73258, -33.71114, 22.09056)
H (-26.26397, -33.07850, 21.68446)

Atoms 1-3, force components in eV/Å:
-0.0392 -0.8111 -0.6041
1.8689 -0.0236 0.4207
-1.3929 0.5231 0.5639

Values from the calculation:
Highest occupied orbital energy, hartree: -0.4878
LUMO level, eV: -6.4
Charge: +3

Mulliken atomic charge list, values in e, 99 entries: atom 1 (C): -0.811, atom 2 (C): 1.081, atom 3 (C): -1.538, atom 4 (O): -0.433, atom 5 (H): -0.445, atom 6 (H): -0.123, atom 7 (H): 0.547, atom 8 (H): 0.215, atom 9 (H): 0.178, atom 10 (H): 0.151, atom 11 (H): 0.481, atom 12 (C): -1.195, atom 13 (C): -0.497, atom 14 (C): 0.180, atom 15 (N): 0.581, atom 16 (C): -1.198, atom 17 (C): -0.340, atom 18 (C): -0.829, atom 19 (C): -0.654, atom 20 (C): -0.070, atom 21 (H): 0.221, atom 22 (H): 0.278, atom 23 (H): 0.418, atom 24 (H): 0.374, atom 25 (H): 0.502, atom 26 (H): 0.495, atom 27 (H): -0.752, atom 28 (H): 0.222, atom 29 (H): 0.495, atom 30 (H): 0.453, atom 31 (H): 0.392, atom 32 (H): 0.331, atom 33 (H): 0.443, atom 34 (H): 0.275, atom 35 (H): 0.366, atom 36 (H): 0.473, atom 37 (H): 0.009, atom 38 (H): 0.010, atom 39 (C): -1.524, atom 40 (C): 0.178, atom 41 (C): -0.708, atom 42 (N): 0.548, atom 43 (C): -0.779, atom 44 (C): -0.580, atom 45 (C): -1.049, atom 46 (C): 0.422, atom 47 (C): -1.106, atom 48 (H): 0.424, atom 49 (H): 0.372, atom 50 (H): 0.347, atom 51 (H): 0.261, atom 52 (H): 0.109, atom 53 (H): 0.378, atom 54 (H): 0.475, atom 55 (H): 0.511, atom 56 (H): 0.075, atom 57 (H): -0.216, atom 58 (H): 0.395, atom 59 (H): 0.483, atom 60 (H): 0.314, atom 61 (H): 0.341, atom 62 (H): -0.799, atom 63 (H): 0.911, atom 64 (H): 0.379, atom 65 (H): 0.709, atom 66 (C): -1.625, atom 67 (C): 1.057, atom 68 (C): -0.975, atom 69 (N): 0.419, atom 70 (C): -0.682, atom 71 (C): -0.624, atom 72 (C): -0.436, atom 73 (C): -0.466, atom 74 (C): -0.122, atom 75 (H): 0.391, atom 76 (H): 0.404, atom 77 (H): 0.396, atom 78 (H): 0.006, atom 79 (H): -0.323, atom 80 (H): 0.463, atom 81 (H): 0.376, atom 82 (H): -0.244, atom 83 (H): 0.242, atom 84 (H): 0.396, atom 85 (H): 0.479, atom 86 (H): 0.431, atom 87 (H): -0.061, atom 88 (H): 0.363, atom 89 (H): 0.058, atom 90 (H): 0.479, atom 91 (H): -0.114, atom 92 (H): 0.550, atom 93 (C): -1.262, atom 94 (C): 0.616, atom 95 (C): -1.365, atom 96 (N): 0.180, atom 97 (C): -0.768, atom 98 (C): -0.477, atom 99 (C): -0.788

# 2
C2H7N | ωB97M-V/def2-TZVPD

CARTESIAN COORDINATES (ANGSTROEM)
C (-2.14166, -1.11139, -1.07782)
C (-0.94579, -0.61274, -1.41275)
H (-2.31225, -2.15955, -0.82999)
H (-3.08057, -0.66058, -1.43108)
H (-0.18856, -0.71493, -0.63325)
H (-0.89587, 0.18214, -2.15156)
N (2.30700, 1.13295, 2.08607)
H (3.17311, 0.79349, 1.68867)
H (2.46797, 2.07121, 2.41198)
H (1.61663, 1.07940, 1.34972)

Atoms 1-3, force components in eV/Å:
-1.0166 -0.5762 -1.8623
-0.8743 0.8329 1.4217
0.3967 0.4292 1.5762

Values from the calculation:
Highest occupied orbital energy, hartree: -0.3503
LUMO level, eV: 1.0
SMILES: C=C.N
Charge: 0

Charges computed using Mulliken, reported in e: atom 1 (C): -0.476, atom 2 (C): -0.441, atom 3 (H): 0.243, atom 4 (H): 0.217, atom 5 (H): 0.212, atom 6 (H): 0.246, atom 7 (N): -0.636, atom 8 (H): 0.217, atom 9 (H): 0.218, atom 10 (H): 0.201

# 3
C3H12N4OP | ωB97M-V/def2-TZVPD

CARTESIAN COORDINATES (ANGSTROEM)
N (2.72960, -0.96329, 0.46105)
P (2.88671, 0.55998, 0.17042)
N (1.33984, 1.32917, 0.30311)
C (0.20127, 0.64518, 0.23400)
N (-0.76523, 0.75974, -0.80455)
C (-0.89285, -0.68959, -1.18116)
C (-0.57628, -1.42413, 0.17138)
N (-0.23807, -0.28886, 1.04480)
H (3.01124, -1.49387, -0.35761)
H (3.30173, 0.77041, -1.15738)
H (3.76196, 1.20927, 1.06012)
H (1.27462, 2.34151, 0.38881)
H (-1.60593, 0.95629, -0.25422)
H (-0.08955, -0.85654, -1.88829)
H (-1.87322, -0.80109, -1.62067)
H (-1.34364, -2.12423, 0.47833)
H (0.31295, -1.98991, -0.08350)
H (0.29072, -0.48952, 1.89061)
O (-3.60906, 0.89010, 0.12645)
H (-3.64140, 0.34703, 0.92283)
H (-4.47542, 1.31237, 0.09547)

Atoms 1-3, force components in eV/Å:
-0.1552 0.4454 -0.1678
0.1955 -1.9491 0.0937
0.9502 1.1942 1.1701

Values from the calculation:
Highest occupied orbital energy, hartree: -0.4938
LUMO level, eV: -4.8
Charge: +1

Charges computed using Mulliken, reported in e: atom 1 (N): -0.632, atom 2 (P): 0.275, atom 3 (N): -0.169, atom 4 (C): 0.044, atom 5 (N): -0.389, atom 6 (C): -0.482, atom 7 (C): -0.402, atom 8 (N): -0.065, atom 9 (H): 0.257, atom 10 (H): 0.136, atom 11 (H): 0.135, atom 12 (H): 0.330, atom 13 (H): 0.344, atom 14 (H): 0.301, atom 15 (H): 0.341, atom 16 (H): 0.371, atom 17 (H): 0.287, atom 18 (H): 0.338, atom 19 (O): -0.636, atom 20 (H): 0.308, atom 21 (H): 0.308

# 4
C64H49N3NiP3SSi | ωB97M-V/def2-TZVPD

CARTESIAN COORDINATES (ANGSTROEM)
Ni (0.37681, 0.50911, -0.19108)
C (6.72640, 1.03789, -1.71180)
C (5.58461, 1.37874, -2.41571)
C (4.33632, 1.00520, -1.93445)
C (4.22002, 0.31019, -0.74182)
C (5.37563, -0.02193, -0.02849)
C (6.62031, 0.33609, -0.51508)
P (2.57728, -0.15848, -0.08915)
C (2.92256, 0.35592, 1.64059)
C (3.34245, -0.51092, 2.63974)
C (3.71981, -0.01860, 3.88269)
C (3.65169, 1.33989, 4.14694)
C (3.22522, 2.21451, 3.15453)
C (2.87699, 1.72684, 1.90555)
C (2.54887, -1.98944, -0.07115)
C (3.58831, -2.74542, -0.60288)
C (3.49222, -4.12908, -0.66689)
C (2.35608, -4.76990, -0.20360)
C (1.30352, -4.02366, 0.30952)
C (1.36461, -2.63043, 0.37427)
Si (-0.18515, -1.55970, 0.67490)
C (-1.53286, -2.73741, 1.35739)
C (-1.26612, -3.66949, 2.36277)
C (-2.25100, -4.49633, 2.87621)
C (-3.53990, -4.42078, 2.37518)
C (-3.82748, -3.54059, 1.34634)
C (-2.84036, -2.70672, 0.82179)
P (-3.16359, -1.59036, -0.60152)
C (-4.99262, -1.65304, -0.77107)
C (-5.68412, -2.73444, -1.31905)
C (-7.06251, -2.68629, -1.45681)
C (-7.76871, -1.56133, -1.05050)
C (-7.09389, -0.48504, -0.49646)
C (-5.71223, -0.53289, -0.36431)
C (-2.68159, -2.67075, -2.00773)
C (-1.89905, -3.81276, -1.87840)
C (-1.57547, -4.57477, -2.99625)
C (-2.02952, -4.20179, -4.25012)
C (-2.79078, -3.04671, -4.39194)
C (-3.10395, -2.28276, -3.28158)
C (-0.17845, 0.54879, -2.13666)
C (-0.63344, -0.35311, -3.09627)
C (-1.12689, 0.10113, -4.31323)
C (-1.17330, 1.46255, -4.60327)
C (-0.69288, 2.38049, -3.68590)
C (-0.19993, 1.91776, -2.46131)
P (0.64896, 2.86562, -1.16553)
C (1.81588, 3.89601, -2.14057)
C (2.27621, 5.11263, -1.63826)
C (3.20683, 5.86063, -2.34367)
C (3.69728, 5.40053, -3.55684)
C (3.23781, 4.19666, -4.07023)
C (2.30443, 3.44860, -3.36794)
C (-0.46811, 4.16979, -0.51919)
C (-1.51919, 4.73579, -1.23630)
C (-2.32846, 5.69953, -0.65223)
C (-2.09494, 6.11527, 0.65215)
C (-1.04986, 5.55951, 1.37603)
C (-0.24746, 4.58748, 0.79380)
H (7.70128, 1.31543, -2.09083)
H (5.65980, 1.93591, -3.34062)
H (3.44889, 1.25926, -2.48942)
H (5.30205, -0.55525, 0.91036)
H (7.51058, 0.07394, 0.04154)
H (3.39582, -1.57176, 2.43614)
H (4.06784, -0.70005, 4.64826)
H (3.94423, 1.71791, 5.11797)
H (3.18983, 3.27891, 3.35082)
H (2.58102, 2.41153, 1.11819)
H (4.47718, -2.25906, -0.98231)
H (4.30626, -4.70193, -1.09179)
H (2.27697, -5.84769, -0.26756)
H (0.40854, -4.53505, 0.64157)
H (-0.26438, -3.76504, 2.74520)
H (-2.00931, -5.20068, 3.66218)
H (-4.31842, -5.05875, 2.77400)
H (-4.83226, -3.50213, 0.94919)
H (-5.14170, -3.61261, -1.64763)
H (-7.58750, -3.52730, -1.89142)
H (-8.84315, -1.52213, -1.17368)
H (-7.64009, 0.39431, -0.17978)
H (-5.17884, 0.31069, 0.05476)
H (-1.54575, -4.12078, -0.90202)
H (-0.97599, -5.46872, -2.87989)
H (-1.79749, -4.80937, -5.11501)
H (-3.13982, -2.74310, -5.37086)
H (-3.68524, -1.37454, -3.39754)
H (-0.59919, -1.42106, -2.90992)
H (-1.47704, -0.61428, -5.04828)
H (-1.55587, 1.80296, -5.55722)
H (-0.66386, 3.43467, -3.93818)
H (1.89959, 5.48736, -0.69449)
H (3.54241, 6.81104, -1.94941)
H (4.42878, 5.98116, -4.10329)
H (3.60009, 3.83981, -5.02632)
H (1.93523, 2.52214, -3.78991)
H (-1.71798, 4.42220, -2.25236)
H (-3.14639, 6.12830, -1.21709)
H (-2.72734, 6.86847, 1.10363)
H (-0.85286, 5.88787, 2.38875)
H (0.55722, 4.13404, 1.36508)
N (-0.69085, 0.47964, 4.31999)
C (0.04661, -0.54093, 4.87924)
C (0.34494, -0.84644, 6.20230)
C (1.08639, -1.98668, 6.42125)
C (1.53636, -2.77642, 5.35232)
C (1.25572, -2.44876, 4.04393)
C (0.47967, -1.31470, 3.80114)
N (-0.00561, -0.75592, 2.61282)
C (-0.70117, 0.30956, 2.97792)
C (-1.53470, 1.17866, 2.14298)
C (-2.65508, 1.82612, 2.57233)
S (-3.44633, 2.56595, 1.25563)
C (-2.25791, 1.94579, 0.19903)
N (-1.31243, 1.28698, 0.79582)
H (-1.10174, 1.25202, 4.81543)
H (0.00998, -0.22342, 7.02097)
H (1.32768, -2.28210, 7.43322)
H (2.13171, -3.65455, 5.56381)
H (1.64391, -3.04212, 3.22965)
H (-3.07597, 1.86181, 3.56378)
H (-2.29765, 2.10058, -0.86942)

Atoms 1-3, force components in eV/Å:
-0.3095 0.3298 -0.8491
-0.0059 0.0021 0.0093
0.0364 0.0176 -0.0472

Values from the calculation:
Highest occupied orbital energy (spin up / spin down), hartree: -0.3289 / -0.3659
2S+1: 3
LUMO level (spin up / spin down), eV: -2.6 / -2.6
Charge: +1

Mulliken atomic charge list, values in e, 99 entries: atom 1 (Ni): -0.938, atom 2 (C): -0.665, atom 3 (C): -0.410, atom 4 (C): -0.459, atom 5 (C): 0.387, atom 6 (C): -0.204, atom 7 (C): -0.766, atom 8 (P): 1.744, atom 9 (C): 0.397, atom 10 (C): 0.163, atom 11 (C): -0.875, atom 12 (C): -1.007, atom 13 (C): -0.545, atom 14 (C): -0.840, atom 15 (C): -0.414, atom 16 (C): -1.008, atom 17 (C): -0.840, atom 18 (C): -1.159, atom 19 (C): -0.041, atom 20 (C): 0.821, atom 21 (Si): -1.553, atom 22 (C): 0.841, atom 23 (C): 0.147, atom 24 (C): -1.252, atom 25 (C): -1.002, atom 26 (C): -0.584, atom 27 (C): 0.408, atom 28 (P): 1.165, atom 29 (C): -0.063, atom 30 (C): -0.209, atom 31 (C): -0.706, atom 32 (C): -0.597, atom 33 (C): -0.556, atom 34 (C): -0.512, atom 35 (C): 0.237, atom 36 (C): -0.092, atom 37 (C): -0.692, atom 38 (C): -0.773, atom 39 (C): -0.632, atom 40 (C): -0.341, atom 41 (C): 0.102, atom 42 (C): 0.338, atom 43 (C): -0.691, atom 44 (C): -1.391, atom 45 (C): 0.186, atom 46 (C): -0.320, atom 47 (P): 1.908, atom 48 (C): 1.137, atom 49 (C): -0.912, atom 50 (C): -0.621, atom 51 (C): -0.702, atom 52 (C): -0.551, atom 53 (C): -0.901, atom 54 (C): 0.221, atom 55 (C): -0.276, atom 56 (C): -0.731, atom 57 (C): -0.700, atom 58 (C): -0.766, atom 59 (C): 0.003, atom 60 (H): 0.413, atom 61 (H): 0.478, atom 62 (H): 0.432, atom 63 (H): 0.425, atom 64 (H): 0.438, atom 65 (H): 0.660, atom 66 (H): 0.459, atom 67 (H): 0.422, atom 68 (H): 0.515, atom 69 (H): 0.396, atom 70 (H): 0.490, atom 71 (H): 0.431, atom 72 (H): 0.475, atom 73 (H): 0.465, atom 74 (H): 0.553, atom 75 (H): 0.471, atom 76 (H): 0.422, atom 77 (H): 0.441, atom 78 (H): 0.532, atom 79 (H): 0.422, atom 80 (H): 0.396, atom 81 (H): 0.433, atom 82 (H): 0.180, atom 83 (H): 0.317, atom 84 (H): 0.431, atom 85 (H): 0.401, atom 86 (H): 0.513, atom 87 (H): 0.509, atom 88 (H): 0.570, atom 89 (H): 0.486, atom 90 (H): 0.416, atom 91 (H): 0.502, atom 92 (H): 0.376, atom 93 (H): 0.441, atom 94 (H): 0.408, atom 95 (H): 0.484, atom 96 (H): 0.277, atom 97 (H): 0.215, atom 98 (H): 0.465, atom 99 (H): 0.405